# 1
DFT (ωB97M-V/def2-TZVPD) results for C35H42GeNOPdSbSi as an isolated structure.

Cartesian coordinates (Å):
Sb: -1.62540 1.47361 -1.91940
Pd: -0.89780 -0.27769 -0.27960
Ge: -0.17120 -0.56819 1.97800
Si: -2.38890 -2.95779 -1.35820
O: 1.43410 -0.71279 -1.36120
N: -0.82550 -2.18959 -1.51630
C: -3.17320 -3.24689 -3.07610
C: -2.94520 0.67561 4.94840
C: 0.88510 2.42641 1.15270
C: 4.68530 1.86261 -1.59140
C: 2.70160 -2.47319 -2.42470
C: -3.91790 1.31431 2.85160
C: -0.14430 2.64881 -2.94050
C: 1.66370 1.80131 2.14450
C: 2.53470 0.13421 -1.46540
C: 0.29090 -2.68789 -2.02100
C: 3.59200 1.90061 3.64390
C: 3.22530 0.45621 -0.30950
C: 1.44150 0.46281 2.55990
C: 3.40730 0.58361 3.96880
C: -1.75260 0.26811 2.90370
C: 2.72660 -3.72899 -3.00090
C: -3.99310 1.22771 4.23190
C: 1.51670 -1.93459 -1.94860
C: 1.54660 -4.46089 -3.13090
C: -2.64270 3.03951 -0.82500
C: -2.22170 -4.58789 -0.37190
C: 3.99950 1.52241 -2.74890
C: -3.00490 1.24411 -3.55530
C: 2.08450 4.48621 1.45260
C: -2.80120 0.82941 2.19310
C: -0.05080 -2.36009 2.85200
C: 1.07640 3.74061 0.82270
C: 4.29360 1.33221 -0.37220
C: 2.33040 -0.12919 3.42630
C: -3.45780 -1.72259 -0.34780
C: 2.92060 0.65601 -2.69390
C: 0.36570 -3.95679 -2.65760
C: 2.90670 3.89161 2.36850
C: 2.72880 2.54091 2.73100
C: -1.82540 0.19961 4.28820
H: -3.69790 2.79521 -0.73950
H: 0.45930 4.22251 0.07670
H: -0.54170 -4.52389 -2.76960
H: 3.70380 4.44841 2.83960
H: -1.50750 -4.48919 0.43980
H: 5.53280 2.52991 -1.64870
H: -3.00050 -1.50019 0.62870
H: 1.57220 -5.43269 -3.59890
H: -3.62340 -0.78549 -0.89160
H: 3.65950 -4.14099 -3.34840
H: 4.40560 2.46941 4.07220
H: 0.70450 2.85661 -2.29580
H: 0.13570 1.82051 0.62740
H: 2.92160 -0.00279 0.61850
H: -3.21660 2.22571 -3.96250
H: -4.73210 1.74771 2.29110
H: -2.53790 3.97761 -1.35760
H: -2.22270 3.14191 0.17300
H: 4.82280 1.57951 0.53540
H: -3.00170 0.60791 6.02590
H: -1.00130 -0.22469 4.84590
H: -3.93230 0.78791 -3.22610
H: -2.59390 -3.95389 -3.65970
H: 2.18460 -1.16109 3.70930
H: 3.61600 -1.90819 -2.33310
H: -2.74840 0.87971 1.10010
H: 2.21380 5.52681 1.19730
H: -0.96810 -2.91529 2.66940
H: 0.05740 -2.24099 3.92770
H: 2.38630 0.37451 -3.59030
H: -3.23860 -2.32769 -3.64950
H: -2.55970 0.62871 -4.32950
H: -4.43480 -2.15429 -0.15090
H: -4.17390 -3.65009 -2.96570
H: 0.78480 -2.94549 2.47770
H: 4.30580 1.92141 -3.70560
H: 0.19910 2.10991 -3.81750
H: -0.60200 3.57901 -3.25650
H: -3.17810 -4.87619 0.05080
H: 4.08140 0.08531 4.65010
H: -4.86920 1.59091 4.74790
H: -1.88270 -5.39729 -1.00860

Calculated values
**HOMO-LUMO gap (spin up / spin down)**: 6.09 / 5.92 eV
**E_tot**: -114918.93190 eV
**Charge**: +1
**Spin multiplicity**: 2
**HOMO (spin up / spin down)**: -0.3933 / -0.3863 Eh

=====

# 2
DFT (ωB97M-V/def2-TZVPD) results for a single C3H5BrN2O molecule.

Cartesian coordinates (Å):
Br: -0.87059 -2.88451 -0.65648
O: 0.61227 -0.11038 -2.64434
N: 0.53278 1.05124 -0.61631
N: 0.11474 -1.43346 -0.03310
C: 0.40956 0.70066 0.80936
C: 0.46115 0.16796 -1.50860
C: -0.59243 -0.51702 0.81151
H: -1.67805 -0.25403 0.46711
H: 0.20032 1.92095 -1.01346
H: 1.49195 0.53006 1.24248
H: -0.05124 1.58609 1.32082
H: -0.63047 -0.75757 1.82102

Calculated values
**HOMO-LUMO gap (spin up / spin down)**: 8.06 / 8.06 eV
**E_tot**: -78258.87777 eV
**HOMO (spin up / spin down)**: -0.2922 / -0.2923 Eh

=====

# 3
DFT (ωB97M-V/def2-TZVPD) results for a 5-piece molecular cluster, C24H58BrN7O7P overall.

Cartesian coordinates (Å):
Br: -3.27077 -0.80012 1.64318
P: 2.64370 -0.70268 1.69924
O: -2.52901 -0.51498 -2.44957
O: 2.96092 -2.07418 0.96564
O: 1.38647 -6.80230 2.41161
O: 3.73190 0.35626 1.36458
O: -5.47190 2.37414 -5.42412
O: 2.72520 2.56396 3.81446
O: 8.79003 3.30046 1.70557
N: 2.37928 -0.87019 3.19095
N: 6.94271 1.10102 1.78092
N: 2.24393 -4.11949 2.98385
N: 1.18604 -0.05593 0.97384
N: -7.71326 2.49935 -7.26641
N: -0.57824 0.14419 -0.27013
N: -4.90882 -2.05886 -1.71046
C: -7.88317 2.84387 -5.85373
C: 4.07170 -5.58340 3.65939
C: 2.60673 -5.22369 3.88439
C: -6.80217 2.21705 -4.96334
C: 1.64381 -6.40826 3.74446
C: 0.51672 -0.56296 -0.06455
C: 8.49548 4.39047 2.56135
C: -5.00606 -0.87648 -2.57549
C: 2.25465 2.37656 2.74579
C: -3.81876 0.07694 -2.42180
C: -2.01220 -0.77342 -3.75225
C: 2.35673 -7.65481 1.82850
C: -4.86746 3.61796 -5.12338
C: 7.28790 1.78694 4.09448
C: -3.80557 1.04000 1.92357
C: -5.25058 -1.33138 -4.00753
C: -7.97945 4.36103 -5.72627
C: -0.64897 1.15816 0.65554
C: -1.76449 2.15164 0.78350
C: 9.14571 2.09611 2.35119
C: 7.95803 1.25450 2.83178
C: 0.81874 1.93112 2.60484
C: -2.61172 1.96596 2.06032
C: 0.47458 1.06399 1.44498
H: -6.96942 1.13657 -4.94065
H: -6.88925 2.57601 -3.92752
H: -1.26147 -0.07740 -0.99590
H: -3.78922 3.45886 -5.08752
H: -5.20031 4.00009 -4.15315
H: 2.51485 -4.86048 4.91163
H: -8.83832 2.42625 -5.52294
H: -6.25016 -1.75182 -4.10175
H: 8.70545 5.30453 2.00821
H: -3.01999 2.93291 2.33896
H: 4.71485 -4.78676 4.03214
H: 9.84572 2.29296 3.17272
H: -8.91839 4.71119 -6.15127
H: -4.47069 1.34026 1.12594
H: 2.85184 2.58747 1.85328
H: 4.30131 -5.71500 2.60226
H: -6.76227 2.73417 -7.53643
H: 1.98314 -7.26549 4.33891
H: -4.79353 -1.73321 -0.75378
H: 2.62007 -2.04699 0.06023
H: -4.55101 -2.10614 -4.32242
H: -2.01398 1.63142 2.89976
H: 7.44161 4.40469 2.85033
H: 1.29819 -3.82195 3.21693
H: 7.35965 0.64358 0.97527
H: 8.34906 0.26045 3.06507
H: -2.41560 2.03946 -0.07777
H: -3.87689 0.89310 -3.15360
H: -0.92481 -0.76547 -3.68508
H: 1.85578 -8.24065 1.05931
H: 4.38108 0.37919 2.09693
H: -5.17054 -0.49241 -4.70292
H: -5.87874 -0.30116 -2.25217
H: 0.75889 -1.43039 -0.64211
H: 4.33742 -6.50148 4.18473
H: 9.11940 4.37366 3.45898
H: -4.37217 1.03786 2.84176
H: 8.02758 2.07094 4.84376
H: -1.32896 3.14081 0.77844
H: 0.67409 -6.10502 4.14790
H: -5.07057 4.36286 -5.89489
H: -7.76521 1.49130 -7.38063
H: 0.24168 2.84350 2.49013
H: -2.32340 -1.75469 -4.11044
H: -7.94635 4.67494 -4.68085
H: 6.71540 2.03357 1.44410
H: 3.15998 -7.08707 1.35235
H: -2.32758 -0.00565 -4.46127
H: 0.55111 1.43734 3.53077
H: 2.15534 -4.50846 2.04912
H: 2.47480 -1.83813 3.49019
H: -3.90033 0.53037 -1.42403
H: 6.64747 1.02099 4.53197
H: 2.78262 -8.33901 2.56689
H: -4.02831 -2.53215 -1.89648
H: 6.65937 2.65328 3.88904
H: 9.68980 1.51622 1.60121
H: -7.17633 4.86602 -6.26232

Calculated values
**HOMO-LUMO gap**: 8.26 eV
**E_tot**: -129917.27413 eV
**Charge**: +1
**HOMO**: -0.3990 Eh

=====

# 4
DFT (ωB97M-V/def2-TZVPD) results for a single C5H7NO2 molecule.

Cartesian coordinates (Å):
O: 1.00598 0.69781 -1.17018
O: -1.85937 -0.88307 0.19438
N: 0.07762 0.17406 0.78898
C: -0.79393 -0.40539 -0.11989
C: -0.22619 0.08359 -1.39619
C: -0.74328 -0.09197 -2.62919
C: -0.14251 -0.20218 2.17866
C: 1.29883 0.59313 0.14470
H: 1.86862 1.46302 0.49729
H: 0.37071 -1.11604 2.35228
H: -1.74387 -0.30230 -2.82500
H: 0.19136 0.47635 2.88284
H: -0.05301 0.16312 -3.40309
H: -1.28401 -0.37210 2.04403
H: 2.03305 -0.27803 0.46038

Calculated values
**HOMO-LUMO gap (spin up / spin down)**: 6.72 / 6.63 eV
**E_tot**: -10878.45090 eV
**Spin multiplicity**: 3
**HOMO (spin up / spin down)**: -0.2174 / -0.3328 Eh

=====

# 5
DFT (ωB97M-V/def2-TZVPD) results for a 2-piece molecular cluster, C5H4N2O overall.

Cartesian coordinates (Å):
O: 1.83180 -2.69565 1.97586
N: 0.77591 -2.82189 1.14715
N: 2.30612 -1.46016 2.04356
C: 1.90736 2.55270 0.46545
C: -0.63929 -1.01865 -0.00915
C: 1.48145 -0.83099 1.27575
C: 1.91967 1.38950 0.70398
C: 0.46621 -1.62365 0.70919
H: 1.74677 3.59310 0.43901
H: -0.85785 -1.65979 -0.95923
H: -0.37454 -0.07496 -0.29578
H: -1.51889 -1.16185 0.56334

Calculated values
**HOMO-LUMO gap**: 9.24 eV
**E_tot**: -10268.27346 eV
**HOMO**: -0.3955 Eh

=====

# 6
DFT (ωB97M-V/def2-TZVPD) results for an isolated ion of composition C19H17N2O5S and charge -1.

Cartesian coordinates (Å):
S: 2.14246 1.11132 -0.20261
O: 3.29590 -0.71214 2.23695
O: -0.32926 -1.87263 -0.56609
O: 3.73257 1.20009 3.26423
O: -0.47973 0.24298 -1.23619
O: 3.57042 0.76982 -0.03210
N: 2.91595 0.39353 2.73432
N: -6.09991 0.47989 3.45783
C: 0.72299 -0.25763 2.01080
C: 1.20775 -0.33648 0.43281
C: -1.62608 -1.19428 2.40090
C: -4.96030 0.38553 3.18845
C: -1.33479 1.20123 2.42024
C: 1.57488 0.67087 2.75014
C: -1.80026 -3.57857 -1.37582
C: 3.27203 1.43109 -4.09814
C: -3.55191 0.24485 2.79813
C: 1.06312 2.37262 -4.01109
C: 2.03574 1.38863 -2.01329
C: 0.08134 -0.59569 -0.56267
C: 3.19646 1.13009 -2.73806
C: -2.99907 -1.03197 2.64163
C: 2.22010 2.08647 -4.73955
C: -0.77212 -0.07478 2.30242
C: -2.71001 1.35350 2.63932
C: 0.95764 2.04345 -2.64712
C: -1.70738 -2.12429 -1.03082
H: -3.65572 -1.91049 2.74824
H: -1.22244 -2.20288 2.27018
H: -2.83658 -3.85186 -1.42963
H: 1.95692 -1.21410 0.38789
H: -1.27807 -4.27488 -0.71629
H: -0.73131 2.09522 2.28961
H: 1.22726 1.48213 3.40617
H: 0.95785 -1.36311 2.07216
H: -1.36828 -3.68625 -2.37095
H: -1.87355 -1.53070 -1.92225
H: 4.14686 1.11562 -4.66419
H: -3.17233 2.33923 2.73106
H: 4.03360 0.64700 -2.22041
H: 0.05714 2.25244 -2.07832
H: 2.29355 2.32863 -5.81112
H: -2.36287 -1.79062 -0.21687
H: 0.20945 2.83711 -4.49988

Calculated values
**HOMO-LUMO gap**: 6.29 eV
**E_tot**: -44028.08100 eV
**Charge**: -1
**HOMO**: -0.1400 Eh